(1)
Here is 2 unconnected molecules or ions with the total composition C24H28Br4F6N2O7 from the OMol25 dataset. Energies are from ωB97M-V with the def2-TZVPD basis set.

CARTESIAN COORDINATES (ANGSTROEM)
C 1.01 -0.41 3.06
C 1.18 0.00 1.45
C -0.27 0.59 0.98
C -0.45 0.83 -0.63
C -1.78 -0.13 -0.98
O -3.06 0.32 -0.83
C -1.65 -1.67 -1.58
F -2.06 -1.64 -3.04
F -0.28 -2.22 -1.55
C -2.63 -2.75 -0.83
F -4.02 -2.73 -1.39
F -2.09 -4.11 -1.20
C -2.58 -2.70 0.82
F -1.19 -2.69 1.37
F -3.46 -1.63 1.40
C -3.26 -4.13 1.33
O -4.62 -4.15 1.33
O -2.45 -5.30 1.75
N 0.78 0.61 -1.53
C 1.52 1.89 -1.90
O 2.58 2.02 -2.74
C 0.75 3.08 -1.03
C -0.76 2.43 -1.02
C -1.89 3.25 -0.17
O -2.81 3.88 -1.15
N -4.05 4.02 -0.61
O -4.84 3.23 -1.14
O 1.60 -1.23 0.77
C 3.09 -1.36 0.74
C 3.43 -2.03 -0.75
C 4.52 -1.37 -1.80
C 4.76 -2.12 -3.24
C 3.91 -3.49 -3.63
C 2.84 -4.14 -2.57
C 2.62 -3.41 -1.12
H -0.02 0.07 3.43
H 1.89 -0.01 3.72
H 0.88 -1.58 3.13
H 1.96 0.87 1.43
H -1.15 -0.10 1.36
H -0.41 1.64 1.55
H -2.15 -5.09 2.69
H 0.28 0.37 -2.42
H 0.90 4.13 -1.53
H 1.37 3.14 -0.03
H -1.19 2.38 -2.10
H -1.47 4.10 0.50
H -2.52 2.52 0.50
H 3.65 -0.33 0.75
H 3.51 -2.00 1.63
H 5.08 -0.40 -1.44
H 5.57 -1.63 -3.96
H 4.07 -4.01 -4.68
H 2.23 -5.10 -2.84
H 1.85 -3.90 -0.37
Br 5.55 -2.30 3.59
C 7.21 -1.35 3.21
C 6.94 0.02 2.63
Br 6.42 -0.10 0.75
H 7.80 -1.99 2.54
H 7.72 -1.27 4.17
H 7.85 0.63 2.63
H 6.15 0.56 3.14
Br -8.42 6.57 1.23
C -8.50 5.61 -0.47
C -7.81 4.26 -0.37
Br -5.87 4.46 -0.42
H -8.07 6.26 -1.23
H -9.57 5.48 -0.67
H -8.06 3.64 -1.23
H -8.05 3.72 0.55

Calculated values
net charge: 0
electronic energy: -339099.604 eV
Kohn-Sham gap: 5.66 eV

---

(2)
Here is a single C3H4S2 molecule from the OMol25 dataset. Energies are from ωB97M-V with the def2-TZVPD basis set.

CARTESIAN COORDINATES (ANGSTROEM)
C -0.05 0.75 0.06
C -0.27 -1.75 -0.30
C 0.47 -0.63 -0.04
S 0.76 2.15 0.52
S -0.20 3.93 0.62
H -1.08 0.77 -0.54
H -1.40 -1.76 -0.39
H 0.37 -2.69 -0.33
H 1.40 -0.76 0.40

Calculated values
ΔE to the lowest compared entry with this formula, charge and spin: 185.4 kJ/mol
net charge: 0
electronic energy: -24843.720 eV
Kohn-Sham gap (alpha / beta): 6.89 / 6.73 eV

---

(3)
Here is 2 unconnected molecules or ions with the total composition C5H5BrN2O from the OMol25 dataset. Energies are from ωB97M-V with the def2-TZVPD basis set.

CARTESIAN COORDINATES (ANGSTROEM)
C -1.53 -2.42 1.90
C -0.23 -1.17 0.77
C 0.20 1.51 -1.80
C 0.69 2.16 -0.48
C 1.02 0.83 -0.82
N -0.32 -2.91 1.90
N 0.49 -2.10 1.28
O -1.57 -1.34 1.19
Br 2.60 -0.09 -1.08
H -2.48 -2.82 2.09
H -0.90 1.36 -1.83
H 0.49 1.72 -2.86
H 1.54 2.92 -0.47
H 0.01 2.36 0.18

Calculated values
ΔE to the lowest compared entry with this formula, charge and spin: 634.0 kJ/mol
net charge: 0
electronic energy: -80328.723 eV
Kohn-Sham gap (alpha / beta): 8.52 / 6.76 eV

---

(4)
Here is a gas-phase ion, C5H11N2 (charge +1) from the OMol25 dataset. Energies are from ωB97M-V with the def2-TZVPD basis set.

CARTESIAN COORDINATES (ANGSTROEM)
C 0.15 -0.17 0.01
C -0.95 1.57 0.93
C 0.45 -1.64 0.11
C -2.25 -0.30 -0.02
C 2.31 0.59 -0.85
N -1.09 0.46 0.33
N 0.94 0.71 -0.34
H -1.69 2.22 1.40
H 0.13 1.77 1.19
H -0.44 -2.23 0.44
H 1.27 -1.65 0.82
H 0.83 -1.87 -0.89
H -2.79 0.17 -0.84
H -1.92 -1.26 -0.27
H -2.83 -0.33 0.97
H 2.33 1.39 -1.60
H 2.55 -0.29 -1.28
H 3.00 0.85 -0.11

Calculated values
ΔE to the lowest compared entry with this formula, charge and spin: 244.2 kJ/mol
net charge: +1
electronic energy: -8334.588 eV
SMILES string: C=[N+](C)/C(C)=N/C
Kohn-Sham gap: 9.17 eV

---

(5)
Here is a molecular structure, Cl3H4MgO2 from the OMol25 dataset. Energies are from ωB97M-V with the def2-TZVPD basis set.

CARTESIAN COORDINATES (ANGSTROEM)
Mg -0.06 -0.10 -0.03
Cl -1.68 1.37 0.80
Cl 1.51 0.93 -1.41
Cl 0.11 -2.34 0.59
O -1.14 -0.56 -1.81
H -1.94 -1.06 -1.93
H -0.86 -0.18 -2.64
O 1.16 0.46 1.89
H 1.75 0.08 2.54
H 1.15 1.41 2.01

Calculated values
net charge: -1
electronic energy: -47180.954 eV
Kohn-Sham gap: 8.83 eV

---

(6)
Here is a molecular structure, C26H45F4N9NiO4Si from the OMol25 dataset. Energies are from ωB97M-V with the def2-TZVPD basis set.

CARTESIAN COORDINATES (ANGSTROEM)
Ni 1.28 -0.49 1.22
C 3.44 0.85 3.12
N 3.00 -0.51 2.83
C 4.18 -1.33 2.54
C 2.30 -1.08 3.98
C 1.44 -2.30 3.61
N 0.88 -2.16 2.29
C 0.13 -3.15 1.80
C -0.06 -3.19 0.39
F 0.66 -2.28 -0.32
C -0.83 -4.12 -0.25
F -0.91 -4.13 -1.60
C -1.51 -5.10 0.46
C -1.34 -5.12 1.83
F -1.97 -6.07 2.55
C -0.54 -4.20 2.49
F -0.45 -4.33 3.84
H 4.13 0.89 3.98
H 3.94 1.28 2.25
H 2.58 1.47 3.37
H 4.85 -1.36 3.42
H 3.87 -2.34 2.30
H 4.74 -0.91 1.70
H 3.02 -1.38 4.76
H 1.65 -0.31 4.39
H 2.05 -3.21 3.64
H 0.66 -2.40 4.38
H -2.14 -5.83 -0.03
N 4.24 -1.22 -1.75
C 4.17 0.13 -1.89
C 3.34 0.57 -0.90
N 2.91 -0.50 -0.17
C 3.46 -1.56 -0.71
H 4.75 -1.85 -2.35
H 4.70 0.66 -2.66
H 3.00 1.56 -0.69
H 3.32 -2.57 -0.38
C -3.60 -2.05 -1.16
C -3.23 -0.58 -0.91
C -4.26 0.35 -1.55
C -3.14 -0.31 0.60
O -1.97 -0.36 -1.52
Si -0.85 0.81 -1.26
O 0.17 0.44 -0.11
O -0.14 1.16 -2.70
C 0.11 0.31 -3.79
C 1.14 1.02 -4.69
C 0.67 -1.02 -3.30
C -1.19 0.07 -4.57
O -1.67 2.18 -0.83
C -1.49 3.52 -1.22
C -0.02 3.94 -1.06
C -1.89 3.70 -2.69
C -2.38 4.36 -0.30
H -4.67 -2.22 -1.01
H -3.05 -2.70 -0.49
H -3.35 -2.32 -2.19
H -5.22 0.27 -1.05
H -4.38 0.11 -2.60
H -3.90 1.37 -1.46
H -4.00 -0.74 1.12
H -3.11 0.76 0.76
H -2.22 -0.75 0.97
H 2.05 1.19 -4.13
H 0.75 1.98 -5.02
H 1.35 0.41 -5.56
H 1.52 -0.83 -2.66
H 0.96 -1.65 -4.13
H -0.10 -1.51 -2.71
H -1.61 1.01 -4.91
H -1.90 -0.42 -3.90
H -1.01 -0.57 -5.42
H 0.58 3.35 -1.74
H 0.31 3.75 -0.04
H 0.10 5.00 -1.29
H -1.30 3.02 -3.29
H -1.70 4.73 -3.01
H -2.94 3.48 -2.83
H -2.09 4.21 0.73
H -3.42 4.05 -0.41
H -2.30 5.42 -0.55
N -0.35 2.95 5.38
N -0.38 2.30 4.19
N -1.09 2.69 3.17
C -0.74 1.83 2.22
N 0.16 0.96 2.68
N 0.37 1.27 3.93
H -1.17 3.55 5.48
H -0.20 2.31 6.14
H -1.13 1.82 1.23

Calculated values
ΔE to the lowest compared entry with this formula, charge and spin: 142.4 kJ/mol
⟨S²⟩: 2.01
multiplicity: 3
net charge: 0
electronic energy: -109087.610 eV
Kohn-Sham gap (alpha / beta): 7.34 / 7.38 eV

---

(7)
Here is a single C4H7NO molecule from the OMol25 dataset. Energies are from ωB97M-V with the def2-TZVPD basis set.

CARTESIAN COORDINATES (ANGSTROEM)
C 1.95 -0.12 -0.27
C 0.74 0.53 0.31
O 0.73 1.60 0.90
N -0.42 -0.11 0.20
C -1.44 -0.87 -0.40
C -1.64 0.50 0.44
H 2.27 0.47 -1.13
H 2.73 -0.08 0.49
H 1.76 -1.15 -0.58
H -1.66 -1.83 0.08
H -1.38 -1.00 -1.50
H -1.85 0.58 1.51
H -1.81 1.46 -0.05

Calculated values
ΔE to the lowest compared entry with this formula, charge and spin: 235.2 kJ/mol
net charge: 0
electronic energy: -7797.206 eV
SMILES string: CC(=O)N1CC1
Kohn-Sham gap: 10.28 eV

---

(8)
Here is 2 unconnected molecules or ions with the total composition C11H18N3O3S2 from the OMol25 dataset. Energies are from ωB97M-V with the def2-TZVPD basis set.

CARTESIAN COORDINATES (ANGSTROEM)
N 5.93 0.18 0.07
C 4.83 0.60 -0.91
C 4.75 2.19 -1.14
C 3.25 2.78 -1.07
S 2.62 3.04 0.66
C 1.59 1.62 1.22
S 1.70 1.21 2.86
N 0.66 0.84 0.39
C 0.98 -0.19 -0.56
C -0.27 -0.80 -1.22
N -1.35 -0.06 -0.57
C -0.82 0.89 0.37
H 5.54 0.32 1.01
H 6.05 -0.85 -0.06
H 6.82 0.67 -0.11
H 5.05 0.10 -1.93
H 3.85 0.17 -0.51
H 5.15 2.38 -2.20
H 5.43 2.70 -0.37
H 3.32 3.84 -1.55
H 2.49 2.20 -1.70
H 1.98 -0.63 -0.89
H -0.29 -1.63 -1.99
H -1.42 1.60 1.05
C -4.40 -0.36 0.35
C -5.30 -1.38 1.01
C -4.71 -2.75 1.10
O -5.86 -3.58 1.13
C -6.84 -2.90 0.46
O -7.89 -3.38 0.13
O -6.46 -1.62 0.21
H -4.96 0.54 0.08
H -3.58 -0.07 1.02
H -3.96 -0.75 -0.57
H -5.64 -1.01 1.99
H -4.11 -2.89 2.00
H -4.11 -3.03 0.23

Calculated values
net charge: +1
electronic energy: -43971.242 eV
Kohn-Sham gap: 7.19 eV